{"formula": "C44H46As2N3O2RuS3", "method": "wB97M-V/def2-TZVPD", "symbols": ["Ru", "N", "C", "C", "C", "O", "O", "H", "H", "H", "H", "H", "H", "S", "C", "C", "C", "C", "C", "C", "As", "C", "C", "C", "C", "C", "C", "C", "C", "C", "C", "C", "C", "H", "H", "H", "H", "H", "H", "H", "H", "H", "H", "H", "H", "H", "H", "S", "C", "C", "C", "C", "C", "C", "As", "C", "C", "C", "C", "C", "C", "C", "C", "C", "C", "C", "C", "H", "H", "H", "H", "H", "H", "H", "H", "H", "H", "H", "H", "H", "H", "C", "C", "N", "C", "S", "N", "C", "C", "H", "H", "H", "H", "H", "H", "H", "H", "H", "H", "H", "H"], "positions_angstrom": [[0.36460, 0.49014, -0.29497], [2.99032, 1.33674, -1.82235], [3.98285, 0.43430, -2.39415], [3.97994, -0.85493, -1.56340], [2.51984, -1.25490, -1.49472], [1.99391, -1.80913, -2.43980], [1.90515, -0.90029, -0.39473], [2.70268, 2.07571, -2.45330], [3.34936, 1.78046, -0.98271], [4.99358, 0.85386, -2.46144], [3.66245, 0.18004, -3.40334], [4.37104, -0.68011, -0.56113], [4.56605, -1.62333, -2.06562], [0.46787, 2.78182, -0.87863], [1.71490, 3.47861, 0.17200], [2.36457, 4.64681, -0.23154], [3.32961, 5.23023, 0.57468], [3.67748, 4.66173, 1.79229], [3.03278, 3.50513, 2.20677], [2.05548, 2.92745, 1.40845], [1.07536, 1.33134, 1.83630], [-0.34295, 1.93734, 2.99506], [-0.97946, 1.01728, 3.82329], [-2.07472, 1.41124, 4.57729], [-2.53985, 2.71785, 4.49775], [-1.90797, 3.63158, 3.66821], [-0.80879, 3.24232, 2.91414], [2.20142, 0.34471, 3.05029], [2.33146, 0.75532, 4.37465], [3.16352, 0.05593, 5.23822], [3.86343, -1.05041, 4.77809], [3.73284, -1.45767, 3.45853], [2.90217, -0.76334, 2.58749], [2.11653, 5.08622, -1.18994], [3.82768, 6.13111, 0.23902], [4.44408, 5.11179, 2.40852], [3.29695, 3.04443, 3.15132], [-0.61308, -0.00160, 3.88126], [-2.56494, 0.70134, 5.23121], [-3.39516, 3.02323, 5.08707], [-2.27256, 4.64839, 3.60317], [-0.32349, 3.95050, 2.25286], [1.77149, 1.60851, 4.74009], [3.26227, 0.37371, 6.26841], [4.51250, -1.59618, 5.45141], [4.27757, -2.32254, 3.10079], [2.78490, -1.07341, 1.56254], [-1.84357, 1.08793, 0.22900], [-2.85444, 0.88749, -1.21526], [-4.21036, 1.21874, -1.09139], [-5.06714, 1.09683, -2.16933], [-4.59443, 0.64394, -3.39953], [-3.25754, 0.31310, -3.52635], [-2.38856, 0.43392, -2.44511], [-0.54140, -0.11477, -2.52969], [-0.76910, -1.88811, -3.26868], [-0.95862, -2.08040, -4.63096], [-1.22050, -3.35458, -5.12159], [-1.30228, -4.43060, -4.25165], [-1.11454, -4.23446, -2.88992], [-0.84489, -2.96751, -2.39695], [0.17040, 0.90090, -4.01253], [1.24155, 0.38526, -4.74054], [1.83585, 1.15571, -5.73077], [1.37050, 2.43873, -5.99058], [0.30826, 2.95273, -5.26147], [-0.29105, 2.18584, -4.27092], [-4.57732, 1.58424, -0.13939], [-6.11125, 1.35993, -2.05442], [-5.26303, 0.54770, -4.24449], [-2.88420, -0.05340, -4.47663], [-0.88818, -1.24741, -5.32079], [-1.35848, -3.50239, -6.18528], [-1.50525, -5.42293, -4.63405], [-1.16574, -5.07450, -2.20817], [-0.67088, -2.81756, -1.33905], [1.60797, -0.61163, -4.52265], [2.66576, 0.75417, -6.29888], [1.83607, 3.03718, -6.76340], [-0.05464, 3.95277, -5.46175], [-1.11900, 2.58934, -3.69990], [-0.43593, -5.24272, 2.26484], [-0.40268, -4.06786, 3.22920], [-1.49093, -3.12513, 3.01096], [-1.48238, -2.16621, 2.06594], [-0.10588, -1.91674, 1.09064], [-2.57467, -1.41519, 1.92506], [-3.77052, -1.46439, 2.74255], [-4.77476, -2.51613, 2.28065], [0.40536, -5.91027, 2.45324], [-0.36610, -4.88569, 1.23731], [-1.35766, -5.81661, 2.37648], [0.53426, -3.51862, 3.13197], [-0.48295, -4.40935, 4.26195], [-2.36737, -3.33249, 3.45817], [-2.46586, -0.63143, 1.28119], [-4.21995, -0.47261, 2.68811], [-3.49661, -1.61209, 3.79158], [-5.10890, -2.29392, 1.26770], [-5.64464, -2.53208, 2.93769], [-4.33745, -3.51600, 2.26844]], "forces_ev_per_angstrom": [[-1.4, -0.2, 0.1], [0.4, 0.2, -0.2], [0.0, -0.1, 0.1], [0.0, 0.1, -0.1], [0.0, 0.0, 0.4], [-0.1, -0.1, -0.3], [0.5, 0.3, -0.2], [0.0, -0.1, 0.0], [-0.1, 0.0, 0.0], [0.0, 0.0, 0.0], [0.0, 0.0, -0.1], [0.1, 0.0, 0.0], [0.0, 0.0, 0.0], [0.3, -0.5, 0.1], [-0.1, 0.1, -0.1], [0.0, 0.1, 0.0], [0.0, 0.0, -0.1], [0.0, -0.1, 0.1], [0.0, 0.0, 0.0], [0.0, 0.0, 0.0], [0.2, -0.2, 0.1], [0.0, 0.0, 0.0], [0.0, 0.1, 0.0], [0.0, 0.0, 0.0], [0.0, 0.0, 0.0], [0.0, 0.0, 0.0], [0.0, 0.0, 0.0], [0.0, 0.1, 0.1], [0.0, -0.1, 0.1], [0.0, 0.0, 0.0], [0.0, 0.0, 0.0], [0.0, 0.0, -0.1], [0.1, 0.0, 0.2], [0.0, 0.0, 0.0], [0.0, 0.0, 0.0], [0.0, 0.0, 0.0], [0.0, 0.0, 0.0], [0.0, 0.0, 0.0], [0.0, 0.0, 0.0], [0.0, 0.0, 0.0], [0.0, 0.0, 0.0], [0.0, 0.0, 0.0], [0.0, 0.0, 0.0], [0.0, 0.0, 0.0], [0.0, 0.0, 0.0], [0.0, 0.0, 0.0], [0.0, -0.1, -0.2], [0.0, 0.0, -0.4], [-0.1, 0.1, 0.1], [0.0, 0.0, 0.0], [0.0, 0.0, 0.0], [0.0, 0.0, 0.1], [-0.1, 0.0, -0.1], [0.0, 0.1, 0.1], [0.2, 0.0, 0.2], [-0.1, 0.0, 0.0], [0.0, -0.1, 0.0], [0.0, 0.0, 0.0], [0.0, 0.0, 0.0], [0.0, 0.0, 0.0], [0.0, 0.0, 0.0], [0.1, -0.1, 0.0], [0.0, 0.1, 0.0], [0.0, 0.0, 0.0], [0.0, 0.0, 0.0], [0.0, 0.0, 0.0], [0.0, 0.0, 0.0], [0.0, 0.0, 0.0], [0.0, 0.0, 0.0], [0.0, 0.0, 0.0], [0.0, 0.0, 0.0], [0.0, 0.0, 0.0], [0.0, 0.0, 0.0], [0.0, 0.0, 0.0], [0.0, 0.0, 0.0], [0.0, 0.0, 0.0], [0.0, 0.0, 0.0], [0.0, 0.0, 0.0], [0.0, 0.0, 0.0], [0.0, 0.0, 0.0], [0.0, 0.0, 0.0], [0.0, 0.0, 0.0], [0.1, 0.0, 0.0], [0.0, 0.0, 0.0], [-0.2, 0.1, 0.0], [0.1, 0.2, -0.1], [0.0, -0.3, 0.1], [0.0, 0.0, 0.0], [0.0, 0.0, 0.0], [0.0, 0.0, 0.0], [0.0, 0.0, 0.0], [0.0, 0.0, 0.0], [0.0, 0.0, 0.0], [0.0, 0.0, 0.0], [0.0, 0.0, 0.0], [0.0, 0.1, -0.1], [0.0, 0.0, 0.0], [0.0, 0.0, 0.0], [0.0, 0.0, 0.0], [0.0, 0.0, 0.0], [0.0, 0.0, 0.0]], "mulliken_spin": [0.926, 0.034, 0.005, 0.004, -0.015, 0.004, 0.053, -0.001, -0.009, 0.000, 0.000, 0.002, -0.001, 0.001, -0.014, 0.004, -0.001, 0.004, 0.000, 0.041, -0.062, -0.014, -0.002, 0.001, 0.001, 0.000, 0.015, 0.000, 0.002, 0.001, 0.000, 0.000, -0.005, 0.001, 0.000, 0.000, 0.000, 0.001, 0.000, 0.000, 0.000, 0.002, 0.000, 0.000, 0.000, 0.000, 0.004, -0.011, -0.010, 0.009, -0.003, 0.006, 0.000, 0.009, -0.009, -0.012, 0.004, 0.000, 0.000, -0.001, 0.000, 0.000, 0.001, 0.000, -0.001, 0.001, 0.003, 0.000, 0.000, 0.000, 0.000, 0.000, 0.000, 0.000, 0.000, -0.002, 0.001, 0.000, 0.000, 0.000, -0.002, 0.000, 0.002, 0.002, 0.006, 0.029, -0.003, 0.001, 0.000, 0.000, 0.000, 0.000, -0.001, 0.000, -0.001, 0.002, -0.001, 0.000, 0.000, 0.000, 0.000], "charge": 0, "multiplicity": 2, "orbital_gap_ev": [7.283, 6.837], "lumo_ev": [0.21, -0.11]}

{"formula": "C44H46AuN5OSeSi", "method": "wB97M-V/def2-TZVPD", "symbols": ["Au", "C", "C", "C", "C", "C", "C", "N", "N", "C", "C", "C", "C", "C", "N", "H", "H", "H", "H", "H", "H", "H", "H", "H", "C", "C", "C", "C", "N", "C", "Se", "N", "C", "C", "C", "C", "C", "C", "C", "C", "C", "C", "H", "H", "H", "H", "H", "H", "H", "H", "H", "H", "H", "H", "H", "H", "H", "H", "H", "H", "H", "H", "H", "H", "O", "Si", "C", "C", "C", "C", "C", "C", "C", "C", "C", "C", "C", "C", "C", "C", "C", "C", "C", "C", "H", "H", "H", "H", "H", "H", "H", "H", "H", "H", "H", "H", "H", "H", "H"], "positions_angstrom": [[-1.04325, -0.73046, 0.27885], [-0.24654, -0.79244, -5.38954], [0.00816, -1.58903, -4.30034], [-0.43618, -1.20303, -3.04320], [-1.12839, -0.00192, -2.82332], [-1.32012, 0.81120, -3.95489], [-0.85238, 0.43899, -5.19832], [-1.55014, 0.37110, -1.54314], [-1.95883, 1.53929, -1.41604], [-2.36485, 2.03819, -0.16082], [-2.65157, 3.40863, -0.12939], [-2.90037, 3.90948, 1.14127], [-2.92731, 3.12565, 2.29944], [-2.69570, 1.76790, 2.10833], [-2.39687, 1.25891, 0.92654], [0.10969, -1.06620, -6.37765], [0.61679, -2.50612, -4.39055], [-0.28988, -1.87987, -2.23988], [-1.88586, 1.72403, -3.85850], [-1.09364, 1.06494, -6.02399], [-2.57312, 4.04961, -0.99301], [-3.07150, 4.97225, 1.21226], [-3.06886, 3.54740, 3.33027], [-2.65181, 1.00927, 2.89575], [2.28511, 2.55154, -5.36120], [3.09581, 1.81503, -4.30831], [2.98862, 2.30567, -2.86715], [1.55680, 2.10548, -2.38315], [1.40601, 2.50275, -0.96087], [1.45379, 1.72160, 0.13122], [1.41810, -0.17497, 0.01618], [1.45713, 2.44823, 1.23580], [1.43089, 1.88580, 2.62933], [2.86115, 1.62793, 3.19014], [3.61003, 2.96340, 3.46273], [3.10603, 3.81199, 4.58823], [1.34668, 3.79929, 0.88337], [1.09145, 4.96193, 1.61969], [0.90236, 6.13505, 0.88391], [0.93207, 6.12185, -0.50961], [1.18357, 4.96922, -1.25135], [1.34546, 3.79602, -0.53104], [2.38466, 2.00752, -6.28841], [2.63431, 3.56314, -5.53872], [1.19631, 2.56744, -5.09074], [4.17726, 1.80172, -4.56871], [2.81982, 0.78302, -4.41099], [3.28227, 3.38148, -2.79797], [3.63345, 1.75454, -2.17733], [1.27741, 1.04852, -2.50253], [0.83414, 2.67204, -2.95805], [0.82258, 0.97613, 2.57380], [0.87732, 2.58766, 3.22879], [3.36162, 0.90062, 2.53080], [2.66392, 1.10755, 4.09244], [3.63168, 3.57192, 2.54301], [4.66200, 2.70525, 3.68430], [2.07311, 4.14472, 4.35717], [3.70353, 4.67764, 4.79486], [2.97335, 3.25957, 5.52268], [0.99444, 4.98335, 2.68116], [0.64743, 6.98989, 1.46098], [0.72438, 7.04718, -0.99793], [1.12601, 4.96986, -2.33261], [-0.40494, -1.83251, 1.82502], [-0.88778, -3.45535, 1.54967], [0.34149, -4.18361, 0.27577], [1.66088, -3.74741, 0.06004], [2.49559, -4.37895, -0.85240], [2.04741, -5.48129, -1.56562], [0.72960, -5.93008, -1.36191], [-0.10817, -5.24338, -0.50525], [-1.24992, -4.50054, 3.11064], [-0.41336, -4.48015, 4.18316], [-0.66980, -5.31745, 5.22387], [-1.75823, -6.22496, 4.99601], [-2.58221, -6.27050, 3.93227], [-2.28667, -5.33835, 2.93712], [-2.45939, -3.05106, 0.63852], [-3.52075, -2.49981, 1.36011], [-4.62119, -1.95883, 0.65142], [-4.71751, -2.03788, -0.72235], [-3.75170, -2.75733, -1.43382], [-2.64675, -3.18800, -0.76261], [2.02001, -2.88910, 0.56594], [3.53233, -4.04413, -0.96982], [2.73063, -6.04491, -2.15700], [0.26214, -6.79982, -1.85935], [-1.14153, -5.62100, -0.33526], [0.48413, -3.85215, 4.23654], [-0.05390, -5.32553, 6.11663], [-1.99609, -6.93832, 5.79627], [-3.40260, -6.98493, 3.77337], [-2.86437, -5.39233, 1.98442], [-3.54156, -2.49744, 2.44363], [-5.40576, -1.53500, 1.25264], [-5.57197, -1.62156, -1.20473], [-3.93281, -2.98472, -2.51154], [-1.91475, -3.70794, -1.29544]], "forces_ev_per_angstrom": [[-0.9, -0.5, -0.7], [0.7, 0.4, -0.5], [0.6, -0.7, 0.5], [-0.5, 0.3, 0.2], [0.7, -0.6, -2.1], [-0.3, 0.2, 0.5], [-0.7, -0.4, 0.5], [-0.2, 0.6, 1.6], [-0.1, 0.0, -0.8], [0.0, 0.4, 0.2], [0.4, -1.2, 1.0], [-0.3, 0.8, 0.5], [0.0, 0.3, 0.2], [0.4, -0.6, 0.5], [0.2, -0.1, -1.2], [-0.1, -0.1, 0.1], [-0.6, 0.5, 0.0], [0.2, -0.5, 0.8], [0.0, 0.2, 0.0], [0.1, 0.4, -0.6], [-0.1, -0.1, -0.1], [0.0, 0.2, 0.2], [0.0, -0.4, -1.3], [-0.2, 0.6, 0.1], [-0.7, 0.1, 0.5], [1.4, 0.2, -0.2], [-0.4, 0.6, 0.0], [0.2, -0.1, 0.5], [0.1, -1.0, -0.2], [0.1, -0.2, -0.8], [0.8, -0.1, 0.3], [-0.4, 0.0, 1.2], [0.7, -0.3, -0.9], [-1.2, 1.1, -0.9], [1.3, -0.9, -0.8], [-2.1, -0.4, 0.4], [-0.3, -0.1, -0.7], [0.2, 0.0, -1.1], [0.0, -1.8, 0.5], [0.3, -0.3, -0.1], [-0.5, 0.5, 0.2], [-0.1, 1.4, 0.9], [-0.1, -0.1, -0.4], [0.0, 0.2, 0.1], [0.9, 0.1, -0.3], [-0.6, 0.3, 0.0], [-0.3, -0.8, 0.5], [-0.2, -0.7, 0.0], [0.2, -0.1, -0.2], [0.0, 0.2, 0.3], [-0.1, 0.2, 0.0], [0.2, -0.1, 0.1], [-0.1, 0.3, 0.2], [0.2, 0.6, 0.1], [0.1, -0.5, 1.2], [0.1, -0.3, 0.1], [-0.4, 0.1, -0.3], [0.5, 0.2, 0.2], [0.4, 0.4, -0.1], [0.3, -0.1, 0.0], [0.1, -0.1, 0.5], [0.0, 0.8, 0.0], [0.0, 0.4, -0.5], [0.1, 0.1, 0.0], [0.3, -1.0, 0.7], [1.1, 0.8, 0.2], [-0.1, 0.5, 0.3], [-0.9, -0.4, -0.5], [0.4, 0.0, -0.1], [-1.0, -0.3, 0.8], [-0.2, -0.2, -0.7], [-0.7, -0.6, 0.8], [1.1, 2.6, -3.6], [1.6, 0.5, 1.4], [-1.4, -1.4, -0.6], [0.8, -0.8, 3.7], [-0.4, 0.4, -1.7], [-2.0, -1.7, -0.9], [-0.7, -0.1, -0.5], [-0.9, 0.6, -1.0], [0.7, -0.4, 1.1], [0.3, -0.5, 0.3], [-1.2, 0.5, -0.9], [0.1, 0.1, 0.9], [0.4, 0.6, 0.8], [-0.4, -0.1, 0.0], [0.3, -0.2, -0.6], [0.8, 0.5, 0.1], [0.8, 0.2, -0.3], [-0.5, 0.0, -0.2], [-0.2, -0.2, -0.1], [0.3, 0.3, -0.2], [0.6, 0.3, 0.5], [0.4, 0.4, 0.8], [0.2, 0.1, 0.0], [-0.3, 0.3, -0.1], [-0.5, 0.2, -0.4], [0.4, 0.3, 1.0], [1.1, -0.7, -0.8]], "mulliken_spin": [0.474, 0.000, 0.001, 0.016, 0.021, 0.002, 0.004, 0.022, -0.014, -0.002, 0.009, -0.001, 0.000, -0.006, -0.009, 0.000, 0.000, -0.015, 0.000, 0.000, 0.000, 0.000, 0.000, 0.001, 0.000, 0.000, 0.011, -0.012, -0.012, 0.007, 1.018, 0.007, 0.043, 0.005, 0.001, 0.000, 0.009, 0.001, 0.004, 0.003, 0.001, 0.012, 0.000, 0.000, 0.000, 0.000, 0.000, 0.001, -0.006, 0.032, 0.001, -0.036, 0.000, -0.001, 0.002, 0.000, 0.000, 0.000, 0.000, 0.000, 0.000, 0.000, 0.001, -0.001, 0.233, -0.014, 0.025, 0.013, 0.001, 0.000, 0.001, 0.002, 0.007, 0.007, 0.000, 0.000, 0.003, -0.003, 0.096, -0.008, -0.013, 0.031, -0.013, 0.032, -0.011, 0.000, 0.000, 0.000, 0.000, 0.003, 0.000, 0.000, 0.000, 0.002, 0.001, 0.000, -0.001, 0.001, 0.007], "charge": 2, "multiplicity": 3, "orbital_gap_ev": [6.161, 4.020], "lumo_ev": [-6.90, -9.03]}

In the order shown, the computed ΔE to the lowest compared entry with this formula, charge and spin values come out to 0.671; 0.000 eV.